Model 1:
{"formula": "CH3FN2O2", "method": "ωB97M-V/def2-TZVPD", "mol_weight_g_mol": 94.0, "homo_energy_ev": -9.88, "multiplicity": 1, "charge": 0, "orbital_gap_ev": 10.2, "species": ["C", "N", "N", "O", "O", "F", "H", "H", "H"], "positions_angstrom": [[-0.214, 0.438, -0.076], [0.461, 1.515, 0.534], [2.169, 1.585, -0.194], [2.361, 0.777, -0.998], [2.679, 2.471, 0.383], [0.819, 1.184, 1.858], [-1.305, 0.731, -0.214], [0.242, 0.233, -1.070], [-0.128, -0.443, 0.532]]}

Model 2:
{"formula": "CH3FN2O2", "method": "ωB97M-V/def2-TZVPD", "mol_weight_g_mol": 94.0, "smiles": "C=NF.O=NO", "homo_energy_ev": -10.49, "multiplicity": 1, "charge": 0, "orbital_gap_ev": 10.5, "species": ["C", "N", "N", "O", "O", "F", "H", "H", "H"], "positions_angstrom": [[0.224, 0.511, 0.298], [-0.566, 1.454, 0.461], [-3.316, -0.111, 0.219], [-2.456, -1.102, -0.497], [-4.431, -0.451, 0.363], [-0.434, 2.434, -0.473], [0.826, 0.448, -0.527], [0.031, -0.308, 0.835], [-1.463, -0.718, -0.311]]}

Quick ranking, most stable first: model 2, model 1.